The following is a DFT calculation (wB97M-V/def2-TZVPD) of C41H43AsN8PdSi3 as an isolated structure.

- HOMO level (spin up / spin down) (eV) = -11.28 / -13.89
- ⟨S²⟩ = 6.05
- HOMO-LUMO gap (spin up / spin down) (eV) = 5.038 / 4.706

```
! RIJCOSX wB97M-V def2-TZVPD def2/J DEFGRID3
* xyz 2 5
Pd -0.67 -0.23 -1.48
As 0.68 0.24 1.70
Si -0.80 1.57 3.05
Si 1.23 -1.89 2.70
Si 2.61 1.48 0.97
N 1.88 -2.24 -2.45
N -3.28 1.71 -0.63
N -2.10 -2.89 0.05
N -2.34 -0.52 -0.43
N 0.60 2.31 -3.31
N 0.96 0.01 -2.61
N -1.18 1.58 -1.83
N -0.23 -2.13 -1.29
C -2.78 -1.72 0.03
C -6.24 -1.98 1.51
C -4.12 -1.57 0.53
C -2.34 2.23 -1.31
C -5.00 -2.46 1.13
C 4.18 1.06 -5.72
C -2.38 0.64 3.30
C 3.38 2.15 2.53
C -1.01 3.19 2.14
C -0.20 -4.30 -0.49
C -0.81 5.03 -3.06
C 0.96 -4.11 -1.23
C -0.38 -2.77 3.03
C 1.89 -5.12 -1.39
C -1.13 3.80 -2.51
C -3.34 0.40 -0.29
C -5.73 0.26 0.70
C 1.84 -0.98 -2.94
C -3.11 4.69 -1.41
C -0.49 -5.51 0.12
C -4.48 -0.23 0.31
C 0.11 1.78 4.66
C 2.02 2.86 -0.12
C 3.09 1.64 -5.09
C 1.25 1.12 -3.36
C -0.45 2.52 -2.62
C 3.71 0.29 0.07
C 4.56 -0.26 -5.45
C -1.66 6.09 -2.77
C 0.45 -6.52 -0.03
C 2.38 0.85 -4.18
C 2.77 -0.47 -3.91
C 0.94 -2.73 -1.73
C 2.08 -1.40 4.29
C -2.79 5.92 -1.96
C 3.86 -1.05 -4.54
C -6.60 -0.64 1.30
C -0.96 -3.04 -0.54
C -2.26 3.63 -1.70
C 1.62 -6.33 -0.77
C 2.39 -2.78 1.55
H -6.00 1.29 0.53
H -1.09 3.06 1.06
H 2.17 -3.85 1.56
H 2.32 -7.15 -0.87
H -3.01 1.22 3.98
H 4.75 1.63 -6.44
H -6.95 -2.64 1.97
H -0.18 3.86 2.35
H 2.64 -2.28 4.64
H 0.27 -7.48 0.43
H -7.58 -0.31 1.61
H 2.79 2.66 -5.31
H -3.98 4.54 -0.79
H -3.43 6.77 -1.77
H 0.15 0.85 5.24
H 3.42 -2.64 1.88
H 3.63 1.39 3.28
H 1.11 2.17 4.57
H -1.93 3.68 2.48
H -2.20 -0.33 3.78
H -0.48 2.50 5.25
H 2.77 2.92 3.00
H 5.42 -0.68 -5.97
H 2.79 -4.96 -1.97
H 4.32 2.62 2.23
H 2.34 -2.44 0.51
H 4.15 -2.07 -4.34
H -4.72 -3.50 1.28
H 3.19 -0.19 -0.77
H 1.37 -1.13 5.07
H 1.27 3.49 0.37
H -2.94 0.48 2.38
H 2.87 3.50 -0.36
H 4.55 0.84 -0.34
H 2.80 -0.59 4.18
H 1.61 2.48 -1.06
H 4.11 -0.49 0.72
H 0.06 5.15 -3.69
H -1.45 7.07 -3.18
H -0.33 -3.80 2.65
H -1.40 -5.65 0.68
H -1.25 -2.30 2.57
H -0.55 -2.82 4.11
*
```

The following is a DFT calculation (wB97M-V/def2-TZVPD) of C41H43B2ClIN10O3S3Yb as an isolated structure at a distorted geometry.

- HOMO level (spin up / spin down) (eV) = -7.36 / -7.37
- ⟨S²⟩ = 0.75
- HOMO-LUMO gap (spin up / spin down) (eV) = 7.033 / 7.044

```
! RIJCOSX wB97M-V def2-TZVPD def2/J DEFGRID3
* xyz 0 2
Yb 0.37 0.54 1.25
I 4.30 -0.92 4.00
Cl 3.80 4.13 6.69
S 2.53 1.57 -0.60
S -0.45 -0.82 3.57
S -1.55 -1.32 -0.19
O -1.81 3.35 0.35
O 2.18 0.56 2.35
O -1.17 1.93 -1.30
N 3.10 -6.62 0.21
N 1.27 1.10 -2.88
N -2.52 0.88 3.73
N 1.68 -1.67 0.69
N -0.87 -3.90 0.00
N 0.82 2.87 2.68
N -3.07 -1.04 2.82
N 1.32 3.29 -2.18
N 4.08 -5.55 -1.49
N -2.05 -3.22 1.73
C -4.17 -0.24 2.83
C 3.26 3.06 5.43
C 2.15 -3.95 1.26
C -2.38 4.28 -5.86
C 1.62 4.34 -1.23
C 4.94 -7.58 -2.66
C -1.73 -4.53 1.91
C -1.51 -2.84 0.56
C 2.88 -4.14 0.09
C 2.49 1.32 3.33
C -3.85 0.95 3.39
C 1.62 2.01 -1.94
C 3.07 -3.01 -0.72
C -1.92 2.92 -1.84
C -3.43 5.12 -2.43
C 4.93 -8.95 -2.60
C -4.63 3.38 -5.19
C 2.47 -1.82 -0.38
C 2.23 3.47 4.57
C 3.66 -8.98 -0.53
C -1.00 -4.97 0.86
C -2.31 3.13 -3.15
C -4.16 5.84 -5.12
C -3.09 4.24 -3.45
C -2.06 -0.34 3.35
C -3.56 4.44 -4.89
C 4.30 -9.64 -1.56
C 1.83 2.58 3.53
C 0.53 4.98 3.78
C -1.79 1.88 4.47
C 0.21 4.03 2.80
C 3.46 0.99 4.27
C -0.31 -3.92 -1.32
C -3.05 4.93 -1.11
C 1.53 4.69 4.67
C 1.57 -2.72 1.50
C 4.28 -6.88 -1.65
C 3.86 1.83 5.29
C -2.30 3.80 -0.82
C 3.39 -5.41 -0.38
C 3.66 -7.59 -0.58
B -1.08 2.15 0.11
B -3.19 -2.57 2.58
H -5.47 3.48 -4.50
H 4.62 1.52 5.99
H -2.70 4.53 -6.87
H -4.21 -2.74 1.98
H -2.22 2.00 5.47
H -0.58 -5.92 0.63
H 5.41 -9.52 -3.38
H 3.18 -9.51 0.27
H -1.56 4.93 -5.58
H -2.07 -5.05 2.78
H -4.43 1.83 3.55
H 2.66 4.67 -1.34
H 3.66 -3.10 -1.62
H 0.95 5.18 -1.38
H -1.81 2.84 3.95
H 1.79 5.38 5.46
H -0.02 5.90 3.83
H -1.06 -4.23 -2.06
H 2.64 -0.93 -0.98
H 1.36 0.13 -2.63
H 0.54 -4.60 -1.37
H 2.00 -4.74 1.98
H 0.01 -2.91 -1.58
H -0.76 1.53 4.57
H 0.51 1.32 -3.50
H -0.59 4.22 2.08
H -4.41 5.95 -6.17
H 0.78 3.52 -2.99
H -3.44 6.61 -4.86
H -5.11 -0.59 2.45
H 4.30 -10.72 -1.57
H -3.16 -3.10 3.65
H -5.00 3.48 -6.21
H -4.03 5.99 -2.65
H 5.42 -7.04 -3.46
H -2.02 3.25 -5.88
H 1.50 3.96 -0.22
H -4.21 2.38 -5.07
H 0.97 -2.57 2.39
H 2.61 -6.76 1.07
H -3.34 5.62 -0.34
H -2.02 2.41 -3.91
H -5.07 5.98 -4.54
*
```

The following is a DFT calculation (wB97M-V/def2-TZVPD) of C41H43BrCl5N7OSn as an isolated structure.

- HOMO level (eV) = -6.66
- HOMO-LUMO gap (eV) = 7.042

```
! RIJCOSX wB97M-V def2-TZVPD def2/J DEFGRID3
* xyz 0 1
Sn -0.51 -0.13 0.31
Br -2.84 -4.28 0.32
Cl -1.66 -1.85 5.97
Cl -4.72 -1.33 0.60
Cl -4.78 -2.03 5.92
Cl -0.11 -1.30 3.37
Cl -6.30 -1.73 3.22
O 1.91 -0.01 -0.11
N -0.20 2.05 -1.32
N -2.36 0.40 -1.99
N 0.31 1.79 2.23
N -0.05 3.18 2.22
N -0.56 -1.79 -1.75
N -2.61 1.71 0.56
N -0.43 -3.65 1.51
C 3.57 1.36 0.96
C 0.60 -3.49 -2.95
C 1.39 -5.14 1.91
C 0.51 -2.55 -1.93
C 3.05 -0.74 2.39
C 0.80 -3.89 1.98
C -3.80 3.08 2.11
C 4.67 3.06 -0.40
C -1.60 -1.89 -2.58
C 3.21 1.51 3.52
C -4.75 3.37 1.14
C -1.85 -1.42 3.28
C 4.25 2.38 -1.54
C -2.52 -1.67 4.48
C -1.10 -4.65 0.99
C -0.62 -5.95 0.88
C -0.77 2.18 -2.52
C 0.67 -6.19 1.35
C 1.01 4.07 -1.69
C -3.53 1.95 -0.35
C -4.57 -1.61 3.25
C -0.48 -3.61 -3.81
C -2.76 2.24 1.77
C 3.43 1.26 -1.46
C 0.37 4.25 -2.90
C -3.83 -1.38 2.09
C -3.51 1.26 -1.70
C -1.59 -2.81 -3.62
C 1.88 0.26 -3.26
C -0.54 3.29 -3.32
C 0.67 2.97 -0.92
C 2.91 0.83 -0.20
C -1.57 1.02 -3.04
C -3.91 -1.74 4.47
C 4.38 2.49 0.83
C -2.76 -0.96 -2.37
C -4.62 2.79 -0.10
C 3.67 0.66 2.32
C 3.30 0.41 -2.72
C -2.45 -1.25 2.04
C 3.93 -0.96 -2.45
H -2.20 1.35 -3.88
H 1.84 -0.55 -4.00
H -0.87 3.28 1.64
H -0.30 3.49 3.15
H 1.09 -7.18 1.28
H -5.36 2.95 -0.88
H 1.31 -3.04 2.40
H -0.86 0.29 -3.43
H 4.83 2.91 1.72
H -3.39 -1.36 -1.57
H 4.75 0.51 2.44
H 4.59 2.71 -2.51
H 1.33 -2.37 -1.24
H 2.39 -5.30 2.28
H -2.04 1.93 2.51
H -4.43 0.69 -1.78
H 1.31 1.75 2.06
H 0.15 1.37 3.14
H 1.13 2.81 0.04
H -0.45 -4.32 -4.62
H 1.49 -4.08 -3.07
H -5.59 4.01 1.36
H 3.89 1.36 4.37
H 1.76 4.77 -1.34
H 1.98 -0.69 2.28
H 5.29 3.94 -0.47
H 3.40 -1.45 -1.63
H -1.06 3.40 -4.27
H -3.36 -0.94 -3.29
H -1.23 -6.73 0.45
H -2.44 -2.88 -4.29
H 4.98 -0.86 -2.17
H 1.55 1.18 -3.73
H 3.20 2.57 3.29
H 2.21 1.22 3.86
H -3.58 2.06 -2.45
H 0.57 5.12 -3.51
H 3.45 -1.37 1.59
H 1.22 0.01 -2.43
H 3.29 -1.20 3.36
H 3.90 0.90 -3.49
H -3.88 3.50 3.11
H 3.86 -1.60 -3.34
*
```

Repeat the second record exactly.
The following is a DFT calculation (wB97M-V/def2-TZVPD) of C41H43B2ClIN10O3S3Yb as an isolated structure at a distorted geometry.

- HOMO level (spin up / spin down) (eV) = -7.36 / -7.37
- ⟨S²⟩ = 0.75
- HOMO-LUMO gap (spin up / spin down) (eV) = 7.033 / 7.044

```
! RIJCOSX wB97M-V def2-TZVPD def2/J DEFGRID3
* xyz 0 2
Yb 0.37 0.54 1.25
I 4.30 -0.92 4.00
Cl 3.80 4.13 6.69
S 2.53 1.57 -0.60
S -0.45 -0.82 3.57
S -1.55 -1.32 -0.19
O -1.81 3.35 0.35
O 2.18 0.56 2.35
O -1.17 1.93 -1.30
N 3.10 -6.62 0.21
N 1.27 1.10 -2.88
N -2.52 0.88 3.73
N 1.68 -1.67 0.69
N -0.87 -3.90 0.00
N 0.82 2.87 2.68
N -3.07 -1.04 2.82
N 1.32 3.29 -2.18
N 4.08 -5.55 -1.49
N -2.05 -3.22 1.73
C -4.17 -0.24 2.83
C 3.26 3.06 5.43
C 2.15 -3.95 1.26
C -2.38 4.28 -5.86
C 1.62 4.34 -1.23
C 4.94 -7.58 -2.66
C -1.73 -4.53 1.91
C -1.51 -2.84 0.56
C 2.88 -4.14 0.09
C 2.49 1.32 3.33
C -3.85 0.95 3.39
C 1.62 2.01 -1.94
C 3.07 -3.01 -0.72
C -1.92 2.92 -1.84
C -3.43 5.12 -2.43
C 4.93 -8.95 -2.60
C -4.63 3.38 -5.19
C 2.47 -1.82 -0.38
C 2.23 3.47 4.57
C 3.66 -8.98 -0.53
C -1.00 -4.97 0.86
C -2.31 3.13 -3.15
C -4.16 5.84 -5.12
C -3.09 4.24 -3.45
C -2.06 -0.34 3.35
C -3.56 4.44 -4.89
C 4.30 -9.64 -1.56
C 1.83 2.58 3.53
C 0.53 4.98 3.78
C -1.79 1.88 4.47
C 0.21 4.03 2.80
C 3.46 0.99 4.27
C -0.31 -3.92 -1.32
C -3.05 4.93 -1.11
C 1.53 4.69 4.67
C 1.57 -2.72 1.50
C 4.28 -6.88 -1.65
C 3.86 1.83 5.29
C -2.30 3.80 -0.82
C 3.39 -5.41 -0.38
C 3.66 -7.59 -0.58
B -1.08 2.15 0.11
B -3.19 -2.57 2.58
H -5.47 3.48 -4.50
H 4.62 1.52 5.99
H -2.70 4.53 -6.87
H -4.21 -2.74 1.98
H -2.22 2.00 5.47
H -0.58 -5.92 0.63
H 5.41 -9.52 -3.38
H 3.18 -9.51 0.27
H -1.56 4.93 -5.58
H -2.07 -5.05 2.78
H -4.43 1.83 3.55
H 2.66 4.67 -1.34
H 3.66 -3.10 -1.62
H 0.95 5.18 -1.38
H -1.81 2.84 3.95
H 1.79 5.38 5.46
H -0.02 5.90 3.83
H -1.06 -4.23 -2.06
H 2.64 -0.93 -0.98
H 1.36 0.13 -2.63
H 0.54 -4.60 -1.37
H 2.00 -4.74 1.98
H 0.01 -2.91 -1.58
H -0.76 1.53 4.57
H 0.51 1.32 -3.50
H -0.59 4.22 2.08
H -4.41 5.95 -6.17
H 0.78 3.52 -2.99
H -3.44 6.61 -4.86
H -5.11 -0.59 2.45
H 4.30 -10.72 -1.57
H -3.16 -3.10 3.65
H -5.00 3.48 -6.21
H -4.03 5.99 -2.65
H 5.42 -7.04 -3.46
H -2.02 3.25 -5.88
H 1.50 3.96 -0.22
H -4.21 2.38 -5.07
H 0.97 -2.57 2.39
H 2.61 -6.76 1.07
H -3.34 5.62 -0.34
H -2.02 2.41 -3.91
H -5.07 5.98 -4.54
*
```

Number 3 is which compound? C41H43BrCl5N7OSn